# C3I4

A structure of composition C3I4 (ωB97M-V/def2-TZVPD, OMol25).

E_tot: -1304.8725 Eh
frontier orbital gap (spin up / spin down): 7.639 / 7.584 eV
2S+1: 1
E_LUMO (spin up / spin down): -0.9 / -0.9 eV
ΔE to the lowest compared entry with this formula, charge and spin: 301.4 kJ/mol
E_HOMO (spin up / spin down): -0.3152 / -0.3113 Ha

Positions of all 7 atoms, in Å:
C  -0.04236  0.00060  0.01858
C  -1.58408  0.06838  0.06368
C  1.62914  -0.10929  -0.09582
I  -2.78008  -1.19933  -1.07036
I  -2.38666  1.50360  1.34084
I  2.56673  -1.18672  1.39482
I  2.57751  1.27168  -1.30486

Need the Löwdin charges? In units of e they are: -0.235, -1.426, -1.421, 0.769, 0.769, 0.772, 0.772


# C3IO2

A cluster of 2 separate species, C3IO2 in total (ωB97M-V/def2-TZVPD, OMol25).

E_tot: -562.5415 Eh
frontier orbital gap: 7.139 eV
charge: -1
2S+1: 1
E_LUMO: 3.5 eV
ΔE to the lowest compared entry with this formula, charge and spin: 16.1 kJ/mol
E_HOMO: -0.1351 Ha

Positions of all 6 atoms, in Å:
C  0.15954  1.04843  -0.06775
C  -0.71894  0.14256  0.06311
C  -1.24410  -1.03200  -0.03381
O  0.64871  2.11378  0.02575
O  -1.86913  -2.02111  0.01484
I  3.02393  -0.25166  -0.00214

Need the Löwdin charges? In units of e they are: -0.400, -0.034, -0.215, 0.063, 0.129, -0.542


# C3N2O

The molecule C3N2O (ωB97M-V/def2-TZVPD, OMol25).

E_tot: -298.9748 Eh
frontier orbital gap: 10.666 eV
2S+1: 1
SMILES string: N#CC(=O)C#N
E_LUMO: -2.2 eV
ΔE to the lowest compared entry with this formula, charge and spin: 109.8 kJ/mol
E_HOMO: -0.4715 Ha

Positions of all 6 atoms, in Å:
O  -0.16709  1.92856  -0.09847
C  -0.07558  0.73405  -0.04645
C  -1.17421  -0.15596  -0.00040
N  -1.84671  -1.08467  0.05622
C  1.13048  -0.40861  0.04260
N  2.12945  -1.01649  0.04646

Need the Löwdin charges? In units of e they are: 0.180, -0.324, -0.163, 0.232, -0.080, 0.155


- The highest E_tot belongs to which entry?
  C3N2O


- Which value of ΔE to the lowest compared entry with this formula, charge and spin does entry 3 give?
  109.8 kJ/mol